# 1
The molecule FH3P2S2 at a distorted geometry, computed with the ωB97M-V functional and the def2-TZVPD basis.

Summary:
Frontier orbital gap (alpha / beta)   7.57 / 5.56 eV
Relative energy (zero: lowest compared OMol25 entry of this formula, charge and spin)   101.3 kJ/mol
E_LUMO (alpha / beta)   0.0215 / -0.1318 Ha
Largest force on an atom   4.70 eV Å⁻¹
Charge   0
Spin multiplicity   3
<S²>   2.01
Total energy   -43011.479 eV

```
8
Properties=species:S:1:pos:R:3:forces:R:3
F -0.7569 -0.1083 -1.7629 -0.07 -0.26 0.39
P 0.1203 1.9941 -0.1433 -2.17 1.83 -2.02
P -0.6653 -0.0120 -0.1432 -1.59 -0.28 -0.01
S -2.2804 -0.6100 0.7821 0.62 0.51 -0.53
S 1.1489 -1.9115 -0.0352 3.25 0.99 -3.25
H 1.2852 1.4384 -0.5273 1.51 -0.60 -1.37
H 0.6354 1.7213 1.0111 0.82 -0.23 3.71
H 0.5128 -2.5121 0.8187 -2.37 -1.97 3.10
```
Forces are in eV/Å.

Calculated atomic charges, method Löwdin, unit e: atom 1 (F): -0.40, atom 2 (P): 0.61, atom 3 (P): -0.14, atom 4 (S): 0.10, atom 5 (S): 0.55, atom 6 (H): -0.18, atom 7 (H): -0.21, atom 8 (H): -0.31

# 2
A cluster of 24 separate species, FH46O23 in total at a distorted geometry, computed with the ωB97M-V functional and the def2-TZVPD basis.

Summary:
Frontier orbital gap   10.02 eV
Relative energy (zero: lowest compared OMol25 entry of this formula, charge and spin)   0.0 kJ/mol
E_LUMO   0.0758 Ha
Largest force on an atom   1.43 eV Å⁻¹
Charge   -1
Total energy   -50564.306 eV

```
70
Properties=species:S:1:pos:R:3:forces:R:3
F -0.2370 0.0449 0.3542 -0.05 0.00 0.11
O 2.0931 2.1637 -2.6888 0.40 -0.15 0.00
H 1.5205 1.3977 -2.6494 -0.25 -0.35 -0.02
H 1.4980 2.9113 -2.6327 -0.27 0.32 -0.05
O -4.8621 0.2191 0.1073 -0.60 -0.10 -0.11
H -5.0425 -0.6430 0.4821 -0.01 -0.46 -0.18
H -4.0553 0.5035 0.5368 0.39 0.69 0.65
O 2.9324 3.2060 1.3179 -0.31 0.15 0.59
H 3.4363 3.3448 0.5160 0.42 -0.13 -1.07
H 3.0819 3.9972 1.8354 -0.01 0.15 0.28
O -3.6160 -2.9223 0.3439 -0.68 -0.34 -0.21
H -3.2816 -2.7001 1.2128 0.19 0.19 -0.03
H -2.8561 -2.8444 -0.2329 0.34 0.00 -0.46
O 4.2502 2.9264 -1.3105 0.65 0.60 0.71
H 5.0273 2.3925 -1.1455 0.25 -0.11 0.14
H 3.5896 2.3023 -1.6113 -0.86 -0.27 -0.59
O -0.7127 1.5293 5.1095 -0.52 0.75 1.08
H -0.4318 1.0927 4.3053 0.42 -0.37 -0.70
H -1.3016 0.9026 5.5297 -0.13 -0.03 0.11
O -2.2444 4.0866 2.2092 -0.58 0.05 0.12
H -1.8244 4.1719 1.3533 0.45 0.07 -0.31
H -1.5199 3.9489 2.8194 0.34 -0.14 0.18
O -0.4208 -2.4425 1.6498 0.69 -0.86 0.07
H -0.1287 -1.5973 1.3085 -0.01 0.67 -0.58
H -1.2484 -2.2502 2.0906 -0.35 0.25 0.29
O -0.3002 -1.3774 -4.1790 0.03 -0.26 0.01
H -0.8216 -0.6388 -3.8647 -0.14 0.48 0.20
H -0.2638 -1.2588 -5.1281 0.13 -0.04 -0.18
O 3.9841 0.5942 1.5517 0.81 -0.23 0.58
H 3.4421 0.2080 0.8638 -0.38 -0.10 -0.48
H 3.6462 1.4841 1.6524 -0.19 0.34 0.11
O -3.1978 0.1893 -2.1176 0.12 0.54 -0.79
H -2.9598 -0.7378 -2.1195 0.30 -0.55 0.09
H -3.4758 0.3639 -1.2185 -0.68 -0.06 0.23
O -1.3656 -1.9839 -1.6046 -0.72 -0.31 0.11
H -1.0245 -1.4681 -0.8740 0.33 0.47 0.52
H -0.6885 -1.9227 -2.2784 0.36 -0.26 -0.35
O 3.3040 -1.2492 -2.8413 0.25 -0.27 -0.83
H 2.9456 -0.9801 -1.9955 -0.42 0.24 0.61
H 4.2523 -1.1742 -2.7349 0.18 0.00 0.01
O -0.7620 1.2837 -2.0888 1.02 0.66 -0.76
H -0.4929 0.9026 -1.2529 0.25 -0.41 0.67
H -1.6817 1.0347 -2.1809 -1.06 -0.44 -0.06
O 3.4271 -3.0075 0.2863 0.55 0.43 0.52
H 2.7070 -3.3697 -0.2301 -0.61 -0.44 -0.85
H 3.1688 -3.1566 1.1959 0.07 -0.07 0.33
O 0.1696 2.8411 0.8287 -0.76 0.54 0.05
H 0.1177 1.9543 0.4723 0.01 -0.61 -0.12
H 1.0915 2.9529 1.0608 0.65 0.09 0.09
O -2.7726 -1.5857 2.5308 -0.30 -0.13 0.65
H -3.5121 -1.9084 3.0458 -0.17 -0.12 0.35
H -2.9531 -0.6535 2.4095 0.20 0.79 -0.28
O -0.4324 -4.9220 0.5759 0.08 -1.05 -0.58
H -0.5928 -3.9905 0.7269 -0.11 0.94 0.38
H -0.0143 -5.2271 1.3811 0.09 -0.01 0.17
O 2.3077 -0.5086 -0.3571 0.52 0.38 -0.33
H 1.3957 -0.3873 -0.0929 -1.12 0.46 0.10
H 2.5587 -1.3492 0.0258 0.48 -0.85 0.09
O -2.7162 1.5178 1.2039 -0.33 -0.98 -0.17
H -1.8880 1.2650 0.7960 0.62 -0.39 -0.18
H -2.5288 2.3547 1.6290 -0.13 0.76 0.52
O 1.2898 -3.7449 -1.3063 0.45 0.27 -0.21
H 1.2238 -4.1142 -2.1869 0.16 0.13 -0.30
H 0.7300 -4.3050 -0.7686 -0.62 -0.45 0.55
O -0.5736 3.5678 -3.7410 0.25 0.60 -0.54
H -0.5414 2.6938 -3.3520 -0.12 -0.57 0.46
H -1.0936 4.0852 -3.1261 -0.12 0.02 0.17
O 0.3335 0.2753 3.1243 0.24 -0.20 0.18
H 0.7564 -0.5683 3.2847 0.17 -0.19 0.15
H 0.1556 0.2796 2.1838 -0.22 0.23 -0.97
```
Forces are in eV/Å.

Calculated atomic charges, method Löwdin, unit e: atom 1 (F): -0.45, atom 2 (O): -0.03, atom 3 (H): 0.03, atom 4 (H): 0.03, atom 5 (O): -0.05, atom 6 (H): 0.03, atom 7 (H): -0.03, atom 8 (O): -0.04, atom 9 (H): 0.02, atom 10 (H): 0.07, atom 11 (O): -0.05, atom 12 (H): -0.03, atom 13 (H): 0.00, atom 14 (O): -0.06, atom 15 (H): 0.04, atom 16 (H): -0.01, atom 17 (O): -0.08, atom 18 (H): -0.06, atom 19 (H): 0.01, atom 20 (O): -0.04, atom 21 (H): 0.03, atom 22 (H): 0.05, atom 23 (O): -0.05, atom 24 (H): 0.00, atom 25 (H): 0.00, atom 26 (O): -0.04, atom 27 (H): 0.02, atom 28 (H): 0.05, atom 29 (O): -0.07, atom 30 (H): -0.03, atom 31 (H): -0.02, atom 32 (O): -0.04, atom 33 (H): 0.03, atom 34 (H): 0.00, atom 35 (O): -0.04, atom 36 (H): 0.01, atom 37 (H): 0.01, atom 38 (O): -0.06, atom 39 (H): -0.03, atom 40 (H): 0.03, atom 41 (O): -0.06, atom 42 (H): -0.01, atom 43 (H): -0.01, atom 44 (O): -0.04, atom 45 (H): -0.01, atom 46 (H): 0.05, atom 47 (O): -0.04, atom 48 (H): -0.02, atom 49 (H): -0.01, atom 50 (O): -0.03, atom 51 (H): 0.08, atom 52 (H): 0.06, atom 53 (O): -0.06, atom 54 (H): -0.02, atom 55 (H): 0.05, atom 56 (O): -0.05, atom 57 (H): 0.01, atom 58 (H): 0.01, atom 59 (O): -0.03, atom 60 (H): 0.01, atom 61 (H): 0.00, atom 62 (O): -0.04, atom 63 (H): 0.06, atom 64 (H): 0.00, atom 65 (O): -0.06, atom 66 (H): -0.03, atom 67 (H): 0.03, atom 68 (O): -0.03, atom 69 (H): 0.06, atom 70 (H): 0.00

# 3
A cluster of 2 separate species, FHI2OP in total at a distorted geometry, computed with the ωB97M-V functional and the def2-TZVPD basis.

Summary:
Frontier orbital gap   8.06 eV
Relative energy (zero: lowest compared OMol25 entry of this formula, charge and spin)   190.3 kJ/mol
E_LUMO   -0.2630 Ha
Largest force on an atom   2.72 eV Å⁻¹
Charge   +1
Total energy   -30263.675 eV

```
6
Properties=species:S:1:pos:R:3:forces:R:3
O 3.2890 -0.1736 -1.2641 0.71 1.07 0.34
F 1.0259 -0.7122 0.8812 -0.73 0.32 2.55
P 2.4118 -1.0839 -1.9245 -1.15 -2.37 -0.26
I 1.3504 -0.7638 -3.9989 0.32 0.04 0.64
I 2.0926 -3.2847 -0.9683 0.13 1.24 -0.65
H 0.7663 -0.5793 1.8230 0.72 -0.31 -2.61
```
Forces are in eV/Å.

Calculated atomic charges, method Löwdin, unit e: atom 1 (O): -0.38, atom 2 (F): -0.18, atom 3 (P): -0.05, atom 4 (I): 0.74, atom 5 (I): 0.71, atom 6 (H): 0.16

# 4
A structure of composition FHIN at a distorted geometry, computed with the ωB97M-V functional and the def2-TZVPD basis.

Summary:
Frontier orbital gap   8.68 eV
Relative energy (zero: lowest compared OMol25 entry of this formula, charge and spin)   110.0 kJ/mol
E_LUMO   -0.0323 Ha
Largest force on an atom   5.43 eV Å⁻¹
Charge   0
Total energy   -12320.244 eV

```
4
Properties=species:S:1:pos:R:3:forces:R:3
N 0.1343 0.0404 -0.4383 4.67 -2.39 1.41
F 0.3706 1.2475 0.1930 -0.75 1.16 0.42
I -1.7218 -0.7759 0.1039 0.67 0.18 0.30
H 1.2169 -0.5120 0.1413 -4.59 1.05 -2.13
```
Forces are in eV/Å.

Calculated atomic charges, method Löwdin, unit e: atom 1 (N): -0.56, atom 2 (F): -0.28, atom 3 (I): 0.64, atom 4 (H): 0.20

# 5
A cluster of 2 separate species, FHIOP in total at a distorted geometry, computed with the ωB97M-V functional and the def2-TZVPD basis.

Summary:
Frontier orbital gap (alpha / beta)   6.73 / 6.76 eV
Relative energy (zero: lowest compared OMol25 entry of this formula, charge and spin)   726.7 kJ/mol
E_LUMO (alpha / beta)   -0.0589 / -0.0584 Ha
Largest force on an atom   3.22 eV Å⁻¹
Charge   0
Total energy   -22164.844 eV

```
5
Properties=species:S:1:pos:R:3:forces:R:3
O 2.0080 -0.2124 0.0364 1.28 -1.34 2.34
F 1.0730 0.5718 -0.6260 -0.73 0.38 0.68
P -2.3550 0.7151 -1.1711 -0.05 -0.35 0.44
I -2.5540 -0.7921 0.6903 0.07 0.36 -0.44
H 1.8281 -0.2823 1.0704 -0.57 0.96 -3.02
```
Forces are in eV/Å.

Calculated atomic charges, method Löwdin, unit e: atom 1 (O): -0.04, atom 2 (F): -0.16, atom 3 (P): -0.04, atom 4 (I): 0.09, atom 5 (H): 0.16

# 6
A cluster of 2 separate species, FHN2O in total at a distorted geometry, computed with the ωB97M-V functional and the def2-TZVPD basis.

Summary:
Frontier orbital gap (alpha / beta)   8.63 / 9.79 eV
Relative energy (zero: lowest compared OMol25 entry of this formula, charge and spin)   642.4 kJ/mol
E_LUMO (alpha / beta)   -0.1171 / -0.0592 Ha
Largest force on an atom   3.21 eV Å⁻¹
Charge   0
Total energy   -7752.863 eV

```
5
Properties=species:S:1:pos:R:3:forces:R:3
N 0.3632 1.0025 0.0766 0.00 -2.07 -0.50
N -0.4035 0.1236 -0.1078 0.14 0.37 0.84
O 1.6398 -0.5564 0.0023 -3.10 0.80 0.22
F -1.8642 0.3725 0.0246 0.71 0.36 -0.15
H 0.2647 -0.9422 0.0043 2.26 0.55 -0.41
```
Forces are in eV/Å.

Calculated atomic charges, method Löwdin, unit e: atom 1 (N): 0.22, atom 2 (N): -0.11, atom 3 (O): -0.22, atom 4 (F): -0.07, atom 5 (H): 0.18

# 7
A cluster of 2 separate species, FHNO3P in total at a distorted geometry, computed with the ωB97M-V functional and the def2-TZVPD basis.

Summary:
Frontier orbital gap   6.53 eV
Relative energy (zero: lowest compared OMol25 entry of this formula, charge and spin)   82.2 kJ/mol
E_LUMO   0.2802 Ha
Largest force on an atom   4.18 eV Å⁻¹
Charge   -2
Total energy   -19653.491 eV

```
7
Properties=species:S:1:pos:R:3:forces:R:3
N 0.1963 1.0364 1.1299 3.71 -0.90 0.87
O -1.3800 -0.9258 -0.6079 -0.04 0.76 -0.24
O 0.6792 -2.0465 0.2380 0.52 0.74 -0.12
O 0.9350 -0.2658 -1.6874 -0.79 -0.61 1.00
F 0.1145 2.3606 0.5512 -0.03 1.03 -0.69
P 0.1257 -0.8787 -0.5499 0.68 -0.09 -0.37
H -0.6707 0.7198 0.9261 -4.05 -0.93 -0.44
```
Forces are in eV/Å.

Calculated atomic charges, method Löwdin, unit e: atom 1 (N): -0.16, atom 2 (O): -0.49, atom 3 (O): -0.49, atom 4 (O): -0.49, atom 5 (F): -0.37, atom 6 (P): 0.17, atom 7 (H): -0.16

# 8
A cluster of 2 separate species, FHO2 in total at a distorted geometry, computed with the ωB97M-V functional and the def2-TZVPD basis.

Summary:
Frontier orbital gap (alpha / beta)   9.93 / 9.94 eV
Relative energy (zero: lowest compared OMol25 entry of this formula, charge and spin)   132.3 kJ/mol
E_LUMO (alpha / beta)   -0.0709 / -0.0708 Ha
Largest force on an atom   6.46 eV Å⁻¹
Charge   0
Total energy   -6821.147 eV

```
4
Properties=species:S:1:pos:R:3:forces:R:3
O -0.9801 -0.0029 -0.5102 3.81 -1.17 1.61
O 0.4816 -0.6210 0.3154 -6.29 -1.46 -0.18
F 1.5526 -0.0031 -0.0224 2.87 2.29 -1.50
H -1.0541 0.6270 0.2172 -0.40 0.34 0.07
```
Forces are in eV/Å.

Calculated atomic charges, method Löwdin, unit e: atom 1 (O): 0.01, atom 2 (O): -0.03, atom 3 (F): -0.03, atom 4 (H): 0.05